No. 1
Molecular formula: C16H34O3P2SSr
Method: DFT, ωB97M-V with the def2-TZVPD basis set

Structure (XYZ):
```
57
Properties=species:S:1:pos:R:3:forces:R:3
P 1.055641 -2.015644 -1.717445 -1.1 1.7 -0.5
P 1.449756 2.620566 -1.577618 -0.6 -0.3 0.2
C 1.326082 -0.440707 -2.730706 0.6 -0.7 0.0
C 1.978032 0.915673 -2.394251 0.6 0.2 1.3
H 0.549852 -0.175723 -3.454384 -0.5 -0.8 -0.3
H 2.164117 -0.880003 -3.311284 -0.7 0.0 -0.5
H 2.869233 0.685828 -1.757625 -0.3 0.4 -0.5
H 2.339158 1.248434 -3.379844 -0.1 -0.4 0.3
C -0.306019 3.162928 -2.034924 0.0 0.6 0.7
H -0.986442 2.954977 -1.179810 0.7 0.2 -1.0
H -0.571365 2.639615 -2.951059 -0.4 0.2 0.1
H -0.408268 4.273039 -2.181327 0.6 -0.9 -0.2
C 2.429905 3.518568 -2.846986 0.2 0.1 0.0
H 1.900627 3.688855 -3.791528 0.1 0.0 0.1
H 3.321083 2.907200 -3.039956 0.0 0.4 0.0
H 2.754918 4.463240 -2.409950 0.0 0.1 -0.2
C -0.254311 -3.122617 -2.374021 0.3 -0.5 -0.2
H -0.489347 -3.834621 -1.566509 0.2 0.2 -0.1
H 0.126347 -3.702714 -3.221299 -0.2 0.2 0.0
H -1.225379 -2.670794 -2.662603 0.7 0.2 0.1
C 2.654598 -2.858133 -1.712749 0.0 0.1 -0.1
H 3.431921 -2.068450 -1.733304 -0.3 -0.5 0.0
H 2.719330 -3.480670 -2.613231 0.2 0.2 0.2
H 2.768384 -3.482946 -0.820255 0.0 0.1 -0.2
Sr -1.990801 0.202920 -3.191074 0.5 -0.1 1.3
C -0.651183 1.580578 -5.104008 1.8 0.9 0.2
C -2.016197 1.714081 -5.114740 -2.4 0.4 0.0
C -2.950716 0.889393 -5.983054 -0.1 -0.1 -0.8
C -2.441371 -0.543533 -6.343378 -0.2 -0.6 0.0
C -1.594403 -1.282866 -5.307829 -1.8 -1.1 0.0
C -0.225381 -1.347685 -5.370992 1.6 0.1 -0.4
C 0.674697 -0.399288 -6.122375 0.1 0.5 0.1
C 0.144844 1.054414 -6.261642 0.9 -0.1 -0.2
C 0.482305 -1.717509 -0.054520 0.1 -0.2 0.4
H -0.075125 2.389477 -4.630943 -0.5 -0.2 -0.1
H -2.508061 2.431740 -4.436527 0.2 0.1 -0.4
H -3.093231 1.414937 -6.947673 -0.1 -0.1 0.1
H -3.990208 0.789421 -5.597149 0.6 0.3 0.3
H -3.296185 -1.215083 -6.559926 0.0 0.5 0.1
H -1.908486 -0.503096 -7.310044 0.1 0.0 0.5
H -2.068196 -2.134951 -4.752271 0.1 0.5 -0.9
H 0.306302 -2.270357 -5.124281 -0.1 -0.1 0.3
H 0.962199 -0.721878 -7.147782 -0.1 -0.2 0.5
H 1.621189 -0.355605 -5.529612 -0.2 0.0 -0.5
H 1.035732 1.704337 -6.274775 -0.1 -0.3 -0.3
H -0.330802 1.237687 -7.242449 -0.1 -0.3 0.4
H 0.548762 -0.640124 0.134315 -0.1 -0.2 0.1
H 1.123767 -2.289316 0.626710 -0.3 0.1 0.1
H -0.568890 -2.069502 0.009353 0.7 0.4 0.1
C -1.485486 0.254611 1.799595 -0.3 -0.1 0.3
S -1.780767 1.036142 0.228419 0.6 0.2 -1.8
O -2.610776 0.092352 -0.592570 0.2 0.5 0.7
O -2.373107 2.360512 0.394674 0.4 -1.3 0.3
O -0.416096 1.060781 -0.401360 -1.4 -0.6 1.0
H -2.255080 0.474385 2.548307 0.1 0.1 -0.4
H -0.506729 0.594246 2.139382 -0.2 0.0 0.0
H -1.471774 -0.817721 1.607985 0.0 0.1 0.1
```
Positions in Å, forces in eV/Å.

Computed properties:
ΔE to the lowest compared entry with this formula, charge and spin: 54.0 kcal per mole
HOMO level (spin up / spin down): -4.12 / -3.60 eV
Frontier orbital gap (spin up / spin down): 3.921 / 3.510 eV
Multiplicity: 1
E_LUMO (spin up / spin down): -0.2 / -0.1 eV

***

No. 2
Molecular formula: C2H2N2O2
Method: DFT, ωB97M-V with the def2-TZVPD basis set

Structure (XYZ):
```
8
Properties=species:S:1:pos:R:3:forces:R:3
O -0.326885 1.745044 2.116377 0.5 -0.2 -0.6
C 0.443567 1.499821 1.279284 0.0 0.1 0.0
N -0.933006 -0.962203 0.464568 0.4 -0.2 -0.4
C -0.108372 -1.224537 -0.406811 0.0 0.0 0.0
N 0.795138 -1.577645 -1.150136 -0.4 0.2 0.4
O 1.230097 1.289954 0.441587 -0.6 0.1 0.6
H -1.915696 -0.976509 0.221925 0.1 0.0 0.0
H 1.277345 -0.868192 -1.688451 0.0 0.0 0.0
```
Positions in Å, forces in eV/Å.

Computed properties:
ΔE to the lowest compared entry with this formula, charge and spin: 0.0 kcal per mole
HOMO level: -10.70 eV
Frontier orbital gap: 11.249 eV
SMILES: N=C=N.O=C=O
Multiplicity: 1
E_LUMO: 0.5 eV

***

No. 3
Molecular formula: C15H24LiO11S
Method: DFT, ωB97M-V with the def2-TZVPD basis set

Structure (XYZ):
```
52
Properties=species:S:1:pos:R:3:forces:R:3
Li 0.256849 -0.298156 0.103955 0.2 -0.3 0.0
S 0.796231 -2.797157 1.928981 -1.3 -0.9 3.8
O 2.143650 -2.919824 1.433209 2.8 1.2 -1.9
O 0.210934 -4.118402 1.866379 -1.1 -0.7 -0.1
O 0.821848 -2.232960 3.306430 -0.1 -0.1 -0.8
O -0.032691 -1.853978 1.099577 -0.7 1.6 -1.4
C -1.145565 0.961038 -2.491204 0.8 3.9 2.9
O -0.129173 0.185989 -2.001648 2.3 -5.3 -2.7
H -0.748841 1.732265 -3.119414 0.9 1.1 -0.3
H -1.288177 1.422843 -1.460055 -1.8 0.4 -1.8
H -1.958791 0.742319 -3.115715 -1.6 -2.2 0.1
H 0.126521 -0.545787 -2.705739 -0.5 1.8 2.3
C 0.776842 -3.555019 -2.187762 -3.5 4.1 3.2
O -0.169713 -2.992797 -3.118815 3.7 7.4 3.6
H 0.157028 -4.300616 -1.732688 0.2 -0.3 1.6
H 1.141960 -2.656459 -1.495519 -0.8 -2.5 -1.3
H 1.502420 -4.054108 -2.626835 4.0 -1.8 -2.4
H -0.469110 -3.661581 -3.541093 -3.5 -6.8 -4.7
C 1.107783 2.706752 0.185660 2.5 2.4 1.5
O 0.298344 1.743880 0.679680 0.5 -2.7 -2.8
H 1.412599 2.298671 -0.680647 1.4 -0.7 -3.4
H 2.036070 3.015852 0.746796 -0.5 -1.2 0.2
H 0.720194 3.688330 0.054111 -1.5 0.7 -0.5
H -0.037651 2.037963 1.440981 -2.4 1.1 4.8
C -5.365390 1.050373 0.041366 7.3 -3.6 3.2
C -3.991116 1.084690 0.350550 2.4 -2.4 0.6
C -3.334419 -0.074329 0.883876 -4.6 -1.9 0.0
C -4.252091 -1.237220 1.161673 4.2 2.6 -0.3
C -5.586026 -1.118506 1.053898 2.1 1.5 -0.8
C -6.055343 0.027797 0.488871 -4.5 -0.4 -1.1
O -7.446379 0.201931 0.257811 -0.9 -0.3 -0.7
O -2.097998 -0.061398 1.349489 0.9 1.9 -0.3
H -5.874869 1.730080 -0.351358 -3.6 6.2 -3.3
H -3.222670 1.823174 0.251625 -0.4 1.2 -0.6
H -3.759660 -2.079510 1.607858 -0.1 -0.4 0.3
H -6.031399 -1.762247 1.670000 -2.9 -2.7 1.4
H -7.632252 0.720619 -0.578219 0.7 -1.0 1.6
H -1.523687 -0.832759 1.505464 -0.1 -1.3 -0.1
C 4.501352 1.325930 1.911948 -1.0 -1.6 -0.6
C 3.631923 0.237771 1.525022 1.8 2.7 -3.1
C 3.312650 0.049141 0.119038 0.8 2.2 1.4
C 3.902891 1.039746 -0.799039 -0.6 -2.3 -0.8
C 4.819351 1.990705 -0.363398 -2.0 -0.7 1.7
C 5.020863 2.241935 1.024219 -1.5 -3.0 -1.7
O 5.733956 3.294283 1.378945 -0.3 -1.1 6.3
O 2.396229 -0.903283 -0.249761 0.7 4.2 -3.4
H 4.800405 1.310304 2.938928 0.0 0.5 0.5
H 3.297774 -0.307335 2.347074 -0.9 -1.5 0.7
H 3.747990 1.004875 -1.960105 0.0 -0.3 2.4
H 5.147192 2.641377 -1.118623 0.8 1.0 -0.7
H 5.907831 3.603897 0.589377 2.1 3.6 -5.9
H 2.423328 -1.551099 0.394849 -0.3 -3.8 3.2
```
Positions in Å, forces in eV/Å.

Computed properties:
ΔE to the lowest compared entry with this formula, charge and spin: 24.2 kcal per mole
HOMO level: -4.13 eV
Charge: -1
Frontier orbital gap: 6.237 eV
Multiplicity: 1
E_LUMO: 2.1 eV

***

No. 4
Molecular formula: C6H15NO2
Method: DFT, ωB97M-V with the def2-TZVPD basis set

Structure (XYZ):
```
24
Properties=species:S:1:pos:R:3:forces:R:3
O -1.270083 -0.878221 -0.009023 0.8 0.2 0.0
C -0.289148 -0.121460 0.012662 -2.2 -0.2 -2.1
N 0.291712 0.205076 1.157667 2.2 2.3 0.8
C -0.109163 -0.409278 2.396395 -1.0 -1.0 0.1
C -0.844709 0.460019 -2.518304 0.8 -0.4 0.8
C 2.731918 0.637461 1.227753 0.7 0.5 -0.2
C 0.229268 0.478887 -1.345216 -0.6 -0.1 0.4
C 1.343164 1.256728 1.303547 0.4 -0.9 0.7
H -0.317644 -1.462156 2.142259 -0.1 0.4 0.5
H -1.041949 0.057389 2.755184 0.2 -0.3 0.0
H 0.632952 -0.384538 3.212039 0.0 0.2 -0.7
H -0.338336 0.706233 -3.466758 -0.2 -0.1 0.4
H -1.628327 1.213555 -2.331926 0.4 -0.3 0.0
H -1.324126 -0.527962 -2.621594 0.3 0.4 0.2
H 3.399551 1.489318 1.440441 0.3 -0.5 -0.1
H 2.966803 0.248811 0.222570 -0.1 0.1 0.4
H 2.928936 -0.157056 1.967031 -0.3 0.3 -0.2
H 0.564510 1.526247 -1.218323 0.0 -0.6 0.0
H 1.128086 -0.143464 -1.519192 -0.4 0.4 -0.5
H 1.342979 2.125969 0.618067 -0.7 -0.7 0.2
H 1.270765 1.643926 2.338093 -0.4 0.0 -0.6
O -3.671825 -2.986069 -1.986278 -0.8 1.0 0.1
H -3.584190 -2.345011 -1.244912 0.1 -0.6 -0.7
H -4.411142 -2.634406 -2.532180 0.8 -0.4 0.6
```
Positions in Å, forces in eV/Å.

Computed properties:
ΔE to the lowest compared entry with this formula, charge and spin: 26.5 kcal per mole
HOMO level: -9.21 eV
Frontier orbital gap: 10.034 eV
SMILES: CCC(=O)N(C)CC.O
Multiplicity: 1
E_LUMO: 0.8 eV